ORCA calculation (ωB97M-V with the def2-TZVPD basis set) on a 2-piece molecular cluster, C11H22BIN2O7P overall.

Computed properties:
Total charge ... +1
HOMO ... -11.434 eV
E_tot ... -47136.0923 eV

CARTESIAN COORDINATES (ANGSTROEM)
1 C -0.52785 -0.52774 1.20470
2 C -2.04305 -0.45940 1.20160
3 O -2.61727 0.09126 2.44445
4 C -2.65355 1.42604 2.36164
5 C -3.68037 2.10043 1.68298
6 C -4.78860 1.27695 1.04502
7 N -3.75972 3.40262 1.53758
8 N -2.84992 4.22780 2.03892
9 C -1.89557 3.65718 2.71673
10 B -0.80242 4.67696 3.35360
11 O -1.11032 5.51074 4.37714
12 O 0.45954 4.63187 2.82205
13 C 0.51194 4.38878 1.40945
14 C -1.69474 2.26273 2.94730
15 I -0.13237 1.50403 4.08528
16 H -0.15791 -1.09114 0.34380
17 H -0.14074 -1.00619 2.10621
18 H -0.08162 0.46891 1.14550
19 H -2.46768 -1.43601 0.97437
20 H -2.32459 0.20974 0.37897
21 H -5.72423 1.60076 1.51546
22 H -4.62439 0.22253 1.23258
23 H -4.89435 1.50282 -0.01846
24 H -4.52387 3.81919 1.01802
25 H -0.92947 6.42371 4.12172
26 H 0.41204 3.32574 1.15865
27 H 1.48288 4.70082 1.02341
28 H -0.23955 4.98322 0.88306
29 C 3.33457 -4.74963 -4.96644
30 O 2.66810 -3.61364 -4.37237
31 P 2.65720 -3.52451 -2.69236
32 O 1.21616 -3.14688 -2.52461
33 O 3.64339 -2.24466 -2.64827
34 C 3.60486 -1.24213 -3.65677
35 O 3.05092 -3.84627 -1.11362
36 C 2.64384 -5.13083 -0.61146
37 H 3.25236 -4.66489 -6.04706
38 H 4.39283 -4.76695 -4.69331
39 H 2.85690 -5.67991 -4.65276
40 H 2.58372 -1.01045 -3.95872
41 H 4.19018 -1.56000 -4.51828
42 H 4.06563 -0.34582 -3.24469
43 H 3.07025 -5.93638 -1.20915
44 H 1.55544 -5.20939 -0.60930
45 H 3.01139 -5.22200 0.40744

---

ORCA calculation (ωB97M-V with the def2-TZVPD basis set) on a 2-piece molecular cluster, C11H22ClN2O3 overall.

Computed properties:
Total charge ... +1
HOMO ... -12.935 eV
E_tot ... -33399.7504 eV

CARTESIAN COORDINATES (ANGSTROEM)
1 O 0.60193 -5.48516 -0.71796
2 C 0.49433 -4.70899 -1.80554
3 Cl 0.78632 -5.50461 -3.46404
4 C 0.08109 -3.11068 -1.79798
5 N -1.39660 -3.07207 -1.36018
6 C -2.28430 -3.73736 -2.41220
7 O -2.15087 -3.38472 -3.71538
8 O -3.30969 -4.71739 -1.95694
9 H 0.24334 -2.69928 -2.88772
10 H 0.67060 -2.47546 -0.98966
11 H -1.46174 -3.60610 -0.44798
12 H -2.81288 -5.42126 -1.44442
13 C 2.49135 0.86408 2.49611
14 C 1.56810 2.06878 2.64849
15 C 0.15507 1.79576 2.12632
16 N -0.14132 2.36654 0.71696
17 C -0.34069 3.87285 0.79326
18 C 0.90782 2.01716 -0.34011
19 C 0.54344 0.60941 -0.74865
20 C -0.96539 0.67575 -0.86643
21 C -1.42950 1.68372 0.18144
22 H 2.71784 0.64592 1.44964
23 H 3.44127 1.04780 3.00841
24 H 2.04394 -0.03208 2.93803
25 H 2.02533 2.95529 2.19881
26 H 1.49172 2.27478 3.72348
27 H -0.58066 2.25892 2.79114
28 H -0.05158 0.72019 2.09836
29 H 0.58867 4.33531 1.13087
30 H -1.15496 4.07961 1.49431
31 H -0.60343 4.24357 -0.20368
32 H 0.77282 2.70784 -1.18234
33 H 1.91509 2.14213 0.05398
34 H 0.83650 -0.11440 0.01939
35 H 1.01974 0.31336 -1.68792
36 H -1.43158 -0.30412 -0.72470
37 H -1.24946 1.02941 -1.86479
38 H -1.96045 1.21681 1.01716
39 H -2.07123 2.44869 -0.26757

---

ORCA calculation (ωB97M-V with the def2-TZVPD basis set) on C11H22F4IN2O6PSi2 as an isolated structure.

Computed properties:
HOMO ... -9.803 eV
E_tot ... -71046.3786 eV
Energy above the lowest of the compared OMol25 structures with the same formula, charge and spin ... 5.246 eV

CARTESIAN COORDINATES (ANGSTROEM)
1 N -2.08813 -1.70643 1.84518
2 Si -0.89659 -0.79671 0.82396
3 C -1.78593 -0.25826 -0.79408
4 C -2.81566 -1.35219 -1.38828
5 C -2.65785 -1.60846 -2.97931
6 F -3.70826 -0.97586 -3.75066
7 C 0.57366 -1.98654 0.54869
8 C 0.14839 -3.15674 -0.51993
9 C -0.59021 -4.40654 0.16818
10 I 0.92642 -5.65211 1.17844
11 O -0.52766 0.64951 1.71059
12 Si 0.93913 1.40810 1.22880
13 C 1.32218 1.36320 -0.64216
14 C 0.38673 2.38154 -1.52580
15 C 0.55715 1.93580 -3.08431
16 F 1.94214 1.86506 -3.49643
17 N 2.41733 0.84750 2.09131
18 C 3.03116 1.88731 2.93898
19 O 4.00154 2.59271 2.54831
20 F 2.61360 2.14277 4.29370
21 C 2.16821 -0.29915 2.99288
22 O 1.29472 -0.39039 3.86859
23 F 3.06553 -1.42057 2.82845
24 P 0.67516 3.58093 1.73473
25 O 0.30039 3.74949 3.23353
26 O -0.68011 4.23598 0.86801
27 O 2.01426 4.54046 1.27125
28 H -2.80960 -2.15019 1.26003
29 H -2.49637 -1.01526 2.50116
30 H -2.40335 0.68399 -0.51321
31 H -1.02607 -0.03605 -1.64352
32 H -2.59274 -2.37666 -0.88966
33 H -3.89893 -1.06729 -1.15877
34 H -1.60137 -1.36526 -3.34368
35 H -2.79723 -2.74907 -3.14157
36 H 1.52025 -1.51157 0.11459
37 H 0.87636 -2.54210 1.51114
38 H -0.40191 -2.73145 -1.43515
39 H 1.16051 -3.55385 -0.92734
40 H -1.06588 -5.08850 -0.63924
41 H -1.40320 -4.05911 0.90154
42 H 2.39798 1.79184 -0.76125
43 H 1.36652 0.31258 -1.10690
44 H -0.69681 2.27608 -1.18075
45 H 0.79112 3.45727 -1.48001
46 H 0.04189 2.68855 -3.79063
47 H 0.09794 0.90330 -3.28228
48 H -0.31129 4.96571 0.30711
49 H 2.62486 3.99662 0.70578

---

ORCA calculation (ωB97M-V with the def2-TZVPD basis set) on a 2-piece molecular cluster, C11H22N2 overall.

Computed properties:
HOMO ... -7.864 eV
E_tot ... -14738.3458 eV
Energy above the lowest of the compared OMol25 structures with the same formula, charge and spin ... 6.010 eV

CARTESIAN COORDINATES (ANGSTROEM)
1 C 0.90905 -0.29777 1.94084
2 C 1.80727 -0.81461 1.12930
3 C 3.76977 -0.05104 0.34438
4 C 2.38087 -0.94882 -1.45066
5 C 1.75299 1.24828 -0.38943
6 C -1.78514 1.84979 -0.24568
7 C -3.18172 0.12606 1.30086
8 C -3.42535 0.30467 -1.20702
9 C -1.50088 -0.58245 -0.30903
10 C 2.36272 -0.16668 -0.03242
11 C -2.46454 0.49158 -0.06642
12 N -0.99404 -2.87971 -0.51351
13 N -1.18363 -1.72122 -0.15617
14 H 0.37708 0.56747 1.64763
15 H 0.58198 -0.67813 2.92003
16 H 4.25241 0.65926 -0.32099
17 H 4.25494 -0.93483 0.34588
18 H 4.01162 0.42931 1.27556
19 H 2.26246 -0.27997 -2.26410
20 H 1.72264 -1.72554 -1.58589
21 H 3.30136 -1.39734 -1.72781
22 H 0.71616 1.22962 -0.73282
23 H 1.83675 2.01879 0.29812
24 H 2.25481 1.51765 -1.25537
25 H -0.86818 1.74496 -0.81723
26 H -2.54131 2.59069 -0.44854
27 H -1.41705 2.22460 0.73199
28 H -3.72243 -0.75327 1.27314
29 H -2.46414 0.03227 2.09398
30 H -3.93164 0.83111 1.42299
31 H -3.46573 -0.73342 -1.60485
32 H -3.19086 0.88892 -2.06544
33 H -4.35506 0.54690 -0.90993
34 H 2.28347 -1.78752 1.37911
35 H -0.34664 -3.54963 -0.00048

---

ORCA calculation (ωB97M-V with the def2-TZVPD basis set) on C11H22N4O4 as an isolated structure.

Computed properties:
HOMO ... -8.452 eV
E_tot ... -25906.0852 eV
Energy above the lowest of the compared OMol25 structures with the same formula, charge and spin ... 10.407 eV

CARTESIAN COORDINATES (ANGSTROEM)
1 C 0.81789 -0.47799 1.81037
2 C 0.74770 -0.09228 0.25982
3 C -0.58707 -0.23278 2.40295
4 C -1.15234 1.21630 2.56264
5 C -0.63970 2.42041 3.49707
6 C -1.50939 2.47704 4.88751
7 C -0.22421 -1.00049 -1.87475
8 C -1.17821 -2.00596 -2.12344
9 C 0.97710 -1.11869 -2.90955
10 C 0.75150 -0.26576 -4.18857
11 C 1.75966 -0.91650 -5.17225
12 H 1.99222 1.08560 1.78521
13 H 2.88064 -0.12264 2.10492
14 H 1.14955 -1.56892 1.95915
15 H -1.40146 -0.77864 1.85509
16 H -0.58263 -0.87939 3.44686
17 H -2.21679 0.96619 2.98075
18 H -1.27762 1.63615 1.61763
19 H -0.92084 3.43628 2.96851
20 H 0.53733 2.40880 3.77097
21 H -2.38835 2.92742 4.65973
22 H -1.08531 3.25370 5.54631
23 H -0.63603 0.91680 5.76555
24 H -2.23272 0.35166 5.14498
25 H -0.18516 -1.98848 -0.00094
26 H -0.70085 -0.04439 -1.99483
27 H 1.97763 -0.76858 -2.48336
28 H 1.24253 -2.10031 -3.07035
29 H -0.51579 -0.23097 -4.65301
30 H 1.26926 0.96782 -3.67974
31 H 0.62119 -0.25610 -7.72532
32 H 2.67045 -0.73343 -6.97218
33 H -2.50680 -2.59462 -3.52715
34 N 1.93803 0.17000 2.35585
35 N -1.56440 1.08595 5.47632
36 N 0.35652 -1.18058 -0.48985
37 N 1.66937 -0.67289 -6.65501
38 O 0.99298 1.07999 -0.18350
39 O -1.34491 -2.94683 -1.37733
40 O 2.53051 -1.72900 -4.57815
41 O -2.03148 -1.69392 -3.19891

---

ORCA calculation (ωB97M-V with the def2-TZVPD basis set) on C11H22N6O5S2Tl as an isolated structure.

Computed properties:
Total charge ... +1
HOMO ... -10.106 eV
E_tot ... -57292.5713 eV
Energy above the lowest of the compared OMol25 structures with the same formula, charge and spin ... 2.717 eV

CARTESIAN COORDINATES (ANGSTROEM)
1 O -2.95824 0.66481 2.13394
2 H -3.57793 0.16910 2.80028
3 Tl -0.63498 -0.43689 0.69132
4 N -0.16467 -0.03521 -2.15698
5 N -2.34666 0.42975 -0.75017
6 O 0.99396 -0.03756 -2.89872
7 O -3.44576 0.81282 -0.26109
8 C -1.17918 0.47439 -2.84854
9 C -2.34539 0.74804 -2.06511
10 C -1.01100 0.79520 -4.30422
11 C -3.55057 1.41207 -2.63931
12 H -0.30494 0.11090 -4.80626
13 H -0.64482 1.82509 -4.45708
14 H -1.97323 0.72351 -4.81481
15 H -3.81027 2.30624 -2.04285
16 H -4.40960 0.71109 -2.60359
17 H -3.41442 1.72811 -3.69591
18 H 1.71743 -0.45787 -2.31382
19 H -3.26201 0.77058 0.96560
20 O 0.71836 1.60922 0.14909
21 H 0.58698 2.04344 -0.71597
22 H 0.70002 2.31074 0.82923
23 C -1.62528 -1.70381 1.58161
24 H -1.26826 -2.42983 2.53572
25 H -2.41901 -2.48532 0.99627
26 H -2.62571 -1.61639 2.20183
27 O 2.33769 -3.87349 -2.21203
28 H 1.71228 -4.19174 -2.91269
29 H 2.37221 -4.71609 -1.68441
30 N 2.92410 -1.28553 -1.54880
31 C 3.19696 -0.84686 -0.26180
32 N 2.34683 -0.84612 0.71990
33 C 2.84051 -0.13659 1.80794
34 C 4.18120 0.26624 1.65392
35 S 4.75820 -0.12129 0.09051
36 C 1.99059 0.25182 2.88991
37 C 2.38712 0.85497 4.06984
38 S 1.05622 1.39274 4.97120
39 C -0.01839 0.81832 3.71841
40 N 0.63392 0.18243 2.71524
41 N -1.25666 1.13380 3.81685
42 H 3.73401 -1.20316 -2.14750
43 H 2.52086 -2.23602 -1.59964
44 H 4.75536 0.77682 2.40020
45 H 3.43960 0.96402 4.38331
46 H -2.05058 0.83412 2.99973
47 H -1.60686 1.53940 4.61945

---

ORCA calculation (ωB97M-V with the def2-TZVPD basis set) on an isolated ion of composition C11H22NS and charge +1.

Computed properties:
Total charge ... +1
HOMO (spin up / spin down) ... -10.063 / -13.520 eV
E_tot ... -24075.0999 eV
Multiplicity ... 3
Energy above the lowest of the compared OMol25 structures with the same formula, charge and spin ... 1.558 eV

CARTESIAN COORDINATES (ANGSTROEM)
1 C 0.16728 -0.52914 -0.31363
2 C -0.94055 1.22707 -0.51569
3 C 0.77077 1.25565 1.43005
4 C -2.31662 2.88572 -1.88769
5 C 3.77771 0.51472 0.44272
6 C 0.48326 -2.85148 0.24104
7 C -1.84821 -2.18976 -0.47559
8 C -1.17517 -1.25557 1.64975
9 C -1.85883 1.44968 -1.67073
10 C 2.32936 0.77932 -0.24708
11 C -0.59038 -1.70225 0.31598
12 N 1.22874 0.22173 0.49816
13 S -0.39668 2.38816 0.43369
14 H 0.07403 0.99981 2.23936
15 H 1.49826 2.05570 1.77948
16 H -3.06225 3.14892 -1.12788
17 H -2.71938 3.00740 -2.88032
18 H -1.51044 3.60482 -1.86592
19 H 3.89579 -0.53866 0.47226
20 H 4.51628 1.05552 -0.21656
21 H 3.75918 0.80219 1.45107
22 H -0.01524 -3.67563 0.53257
23 H 0.79268 -2.99622 -0.72599
24 H 1.36471 -2.75116 0.87208
25 H -2.21706 -2.95280 0.13809
26 H -1.50009 -2.58192 -1.49225
27 H -2.67489 -1.35609 -0.55110
28 H -0.58832 -1.30554 2.62566
29 H -1.91629 -1.95547 1.94103
30 H -1.67682 -0.32115 1.51398
31 H -1.25920 1.06392 -2.59334
32 H -2.72710 0.85313 -1.67538
33 H 2.59378 0.14418 -1.08238
34 H 2.16292 1.90834 -0.48198
35 H 1.57877 -0.40313 1.22655

---

ORCA calculation (ωB97M-V with the def2-TZVPD basis set) on C11H23AgF3INO3PS as an isolated structure.

Computed properties:
HOMO ... -7.813 eV
E_tot ... -59786.4407 eV

CARTESIAN COORDINATES (ANGSTROEM)
1 C 4.99519 -1.46987 0.15145
2 C 3.83930 -2.24320 -0.46398
3 C 2.91016 -1.41751 -1.34070
4 O 1.77478 -1.02288 -0.59434
5 C 1.03869 0.07707 -1.10882
6 O -0.29931 -0.14284 -0.87869
7 P -0.94820 0.63853 0.56243
8 N -1.51713 1.49787 2.04792
9 C -1.57195 2.10161 -0.51014
10 C -3.07064 2.23744 -0.38572
11 C -3.67050 3.32574 -1.21413
12 F -2.96300 4.45813 -1.24692
13 F -4.89716 3.67466 -0.77360
14 F -3.84755 2.97777 -2.50252
15 C -0.37551 -0.91958 1.55861
16 C -1.19552 -2.15975 1.41840
17 C -1.47528 -2.69631 0.03486
18 I -3.09365 -1.77856 2.52418
19 O 0.62946 1.35825 0.80077
20 C 1.30842 1.40186 -0.39559
21 S 3.04814 1.81925 -0.06860
22 H 5.52537 -0.87593 -0.59084
23 H 5.71505 -2.15757 0.59525
24 H 4.64676 -0.80824 0.94073
25 H 3.22339 -2.64255 0.34375
26 H 4.20871 -3.10037 -1.02503
27 H 3.43792 -0.54135 -1.72100
28 H 2.58685 -2.02026 -2.19645
29 H 1.24957 0.17057 -2.18117
30 H -2.24007 0.00167 0.38323
31 H -2.29706 1.03383 2.49186
32 H -0.77143 1.61335 2.72069
33 H -1.34473 1.88040 -1.55225
34 H -1.07931 3.02130 -0.20885
35 H -3.56244 1.31905 -0.70789
36 H -3.36542 2.43109 0.64543
37 H 0.62241 -1.24357 1.26041
38 H -0.30164 -0.65680 2.61644
39 H -0.78984 -2.96915 2.02203
40 H -1.74464 -1.92016 -0.66660
41 H -2.26496 -3.44774 0.05757
42 H -0.56715 -3.19662 -0.29785
43 H 0.93355 2.18723 -1.06240
44 H 3.33075 2.17613 -1.32176
45 Ag -5.77042 -1.97202 1.83986